Below is a cluster of 11 separate species, C42H113N7O18 in total in a non-equilibrium geometry, with properties calculated with wB97M-V/def2-TZVPD.

Summary:
maximum force	2.301	eV/A
SMILES string	COC[C@H](C)N.COC[C@H](C)N.COC[C@H](C)N.COC[C@H](C)N.COCCNCCOC.COCCNCCOC.COCCNCCOC.OCCO.OCCO.OCCO.OCCO
energy relative to the best compared isomer or geometry (same formula, charge and spin)	0.0	kJ/mol
E_HOMO	-8.673	eV
DFT total energy	-92663.992	eV

Each atom is followed by the atoms it is bonded to, with distances in Å.
CARTESIAN COORDINATES (ANGSTROEM)
1 C -18.775 -24.732 -21.139  O2 1.399, H7 1.091, H8 1.098, H9 1.097
2 O -18.858 -23.337 -21.214  C1 1.399, C3 1.410
3 C -17.609 -22.683 -21.191  O2 1.410, C4 1.533, H10 1.102, H11 1.102
4 C -17.846 -21.173 -21.301  C3 1.533, C5 1.537, N6 1.453, H12 1.093
5 C -18.581 -20.835 -22.607  C4 1.537, H13 1.091, H14 1.088, H15 1.090
6 N -16.611 -20.415 -21.210  C4 1.453, H16 1.030, H17 1.018
7 H -19.744 -25.225 -21.050  C1 1.091
8 H -18.139 -25.093 -20.321  C1 1.098
9 H -18.329 -25.177 -22.037  C1 1.097
10 H -16.988 -22.951 -20.321  C3 1.102
11 H -16.976 -23.053 -22.014  C3 1.102
12 H -18.542 -20.908 -20.500  C4 1.093
13 H -19.626 -21.080 -22.419  C5 1.091
14 H -18.236 -21.400 -23.470  C5 1.088
15 H -18.502 -19.749 -22.679  C5 1.090
16 H -16.012 -20.742 -21.981  N6 1.030
17 H -16.080 -20.590 -20.359  N6 1.018
18 C -21.609 -22.808 -23.770  O19 1.399, H24 1.098, H25 1.091, H26 1.098
19 O -22.806 -22.399 -24.367  C18 1.399, C20 1.413
20 C -22.910 -22.696 -25.745  O19 1.413, C21 1.509, H27 1.098, H28 1.099
21 C -24.209 -22.125 -26.259  C20 1.509, C22 1.532, N23 1.470, H29 1.099
22 C -25.475 -22.533 -25.500  C21 1.532, H30 1.093, H31 1.096, H32 1.088
23 N -24.415 -22.406 -27.687  C21 1.470, H33 1.013, H34 1.017
24 H -21.563 -23.873 -23.506  C18 1.098
25 H -21.471 -22.277 -22.827  C18 1.091
26 H -20.670 -22.642 -24.313  C18 1.098
27 H -22.063 -22.300 -26.321  C20 1.098
28 H -22.910 -23.791 -25.841  C20 1.099
29 H -24.161 -21.029 -26.210  C21 1.099
30 H -25.463 -22.073 -24.509  C22 1.093
31 H -25.477 -23.605 -25.273  C22 1.096
32 H -26.422 -22.357 -26.006  C22 1.088
33 H -25.107 -21.744 -28.016  N23 1.013
34 H -23.557 -22.222 -28.201  N23 1.017
35 C -21.012 -19.200 -24.694  O36 1.422, H41 1.095, H42 1.098, H43 1.081
36 O -22.082 -18.323 -25.024  C35 1.422, C37 1.406
37 C -22.564 -18.475 -26.336  O36 1.406, C38 1.517, H44 1.099, H45 1.104
38 C -23.812 -17.617 -26.427  C37 1.517, C39 1.515, N40 1.470, H46 1.100
39 C -24.984 -18.158 -25.635  C38 1.515, H47 1.096, H48 1.085, H49 1.092
40 N -24.180 -17.449 -27.840  C38 1.470, H50 1.011, H51 1.014
41 H -20.291 -19.240 -25.516  C35 1.095
42 H -21.413 -20.218 -24.776  C35 1.098
43 H -20.585 -18.905 -23.746  C35 1.081
44 H -21.823 -18.380 -27.142  C37 1.099
45 H -22.849 -19.527 -26.507  C37 1.104
46 H -23.604 -16.580 -26.124  C38 1.100
47 H -25.098 -19.198 -25.959  C39 1.096
48 H -25.912 -17.605 -25.739  C39 1.085
49 H -24.691 -18.266 -24.590  C39 1.092
50 H -24.854 -16.712 -27.998  N40 1.011
51 H -23.375 -17.190 -28.399  N40 1.014
52 C -15.915 -26.690 -18.406  O53 1.412, H58 1.094, H59 1.096, H60 1.089
53 O -16.270 -26.863 -17.050  C52 1.412, C54 1.409
54 C -15.789 -28.074 -16.515  O53 1.409, C55 1.517, H61 1.103, H62 1.100
55 C -16.219 -28.259 -15.072  C54 1.517, C56 1.528, N57 1.466, H63 1.094
56 C -15.238 -27.650 -14.071  C55 1.528, H64 1.091, H65 1.097, H66 1.086
57 N -16.442 -29.666 -14.723  C55 1.466, H67 1.015, H68 1.016
58 H -16.240 -27.550 -18.997  C52 1.094
59 H -14.833 -26.529 -18.479  C52 1.096
60 H -16.398 -25.783 -18.765  C52 1.089
61 H -16.255 -28.911 -17.062  C54 1.103
62 H -14.705 -28.135 -16.697  C54 1.100
63 H -17.158 -27.707 -14.967  C55 1.094
64 H -15.230 -26.564 -14.171  C56 1.091
65 H -14.210 -27.926 -14.339  C56 1.097
66 H -15.412 -28.026 -13.067  C56 1.086
67 H -17.204 -30.017 -15.295  N57 1.015
68 H -15.627 -30.222 -14.961  N57 1.016
69 C -14.809 -25.924 -22.262  O70 1.412, H78 1.097, H79 1.090, H80 1.091
70 O -15.843 -26.351 -23.123  C69 1.412, C71 1.424
71 C -16.333 -27.663 -22.866  O70 1.424, C72 1.517, H81 1.099, H82 1.099
72 C -17.453 -27.979 -23.839  C71 1.517, N73 1.469, H83 1.089, H84 1.093
73 N -18.221 -29.159 -23.420  C72 1.469, C74 1.467, H85 1.021
74 C -17.566 -30.432 -23.739  N73 1.467, C75 1.514, H86 1.089, H87 1.100
75 C -17.629 -30.783 -25.211  C74 1.514, O76 1.424, H88 1.095, H89 1.097
76 O -16.410 -30.384 -25.829  C75 1.424, C77 1.409
77 C -16.512 -30.417 -27.234  O76 1.409, H90 1.094, H91 1.093, H92 1.094
78 H -15.272 -25.605 -21.320  C69 1.097
79 H -14.447 -25.013 -22.739  C69 1.090
80 H -14.018 -26.658 -22.095  C69 1.091
81 H -16.575 -27.721 -21.796  C71 1.099
82 H -15.502 -28.365 -23.018  C71 1.099
83 H -17.096 -28.181 -24.848  C72 1.089
84 H -18.206 -27.192 -23.937  C72 1.093
85 H -18.516 -29.096 -22.445  N73 1.021
86 H -17.902 -31.242 -23.092  C74 1.089
87 H -16.484 -30.374 -23.548  C74 1.100
88 H -18.480 -30.287 -25.690  C75 1.095
89 H -17.787 -31.865 -25.292  C75 1.097
90 H -16.684 -31.411 -27.655  C77 1.094
91 H -15.537 -30.089 -27.604  C77 1.093
92 H -17.237 -29.706 -27.640  C77 1.094
93 C -17.790 -20.621 -15.676  O94 1.404, H102 1.096, H103 1.086, H104 1.095
94 O -18.959 -20.657 -16.453  C93 1.404, C95 1.414
95 C -18.938 -21.673 -17.437  O94 1.414, C96 1.525, H105 1.097, H106 1.093
96 C -20.335 -21.671 -18.048  C95 1.525, N97 1.462, H107 1.103, H108 1.089
97 N -20.621 -22.846 -18.870  C96 1.462, C98 1.460, H109 1.016
98 C -22.016 -22.907 -19.298  N97 1.460, C99 1.515, H110 1.104, H111 1.087
99 C -22.322 -24.138 -20.125  C98 1.515, O100 1.424, H112 1.090, H113 1.101
100 O -22.196 -25.400 -19.479  C99 1.424, C101 1.417
101 C -23.244 -25.655 -18.560  O100 1.417, H114 1.087, H115 1.095, H116 1.091
102 H -17.810 -21.336 -14.845  C93 1.096
103 H -17.620 -19.623 -15.283  C93 1.086
104 H -16.906 -20.933 -16.242  C93 1.095
105 H -18.791 -22.637 -16.934  C95 1.097
106 H -18.176 -21.482 -18.196  C95 1.093
107 H -20.356 -20.822 -18.752  C96 1.103
108 H -21.033 -21.460 -17.239  C96 1.089
109 H -19.995 -22.878 -19.669  N97 1.016
110 H -22.173 -22.112 -20.047  C98 1.104
111 H -22.661 -22.688 -18.451  C98 1.087
112 H -21.863 -24.159 -21.114  C99 1.090
113 H -23.373 -24.048 -20.441  C99 1.101
114 H -22.955 -26.471 -17.901  C101 1.087
115 H -24.158 -25.944 -19.089  C101 1.095
116 H -23.444 -24.757 -17.973  C101 1.091
117 C -18.822 -23.288 -26.623  O118 1.407, H126 1.093, H127 1.091, H128 1.098
118 O -18.295 -22.202 -25.900  C117 1.407, C119 1.427
119 C -18.404 -21.018 -26.689  O118 1.427, C120 1.525, H129 1.091, H130 1.094
120 C -17.514 -19.932 -26.094  C119 1.525, N121 1.461, H131 1.099, H132 1.094
121 N -16.256 -20.454 -25.564  C120 1.461, C122 1.459, H133 1.016
122 C -15.548 -19.568 -24.647  N121 1.459, C123 1.502, H134 1.099, H135 1.092
123 C -14.334 -20.257 -24.089  C122 1.502, O124 1.422, H136 1.096, H137 1.094
124 O -14.681 -21.226 -23.108  C123 1.422, C125 1.397
125 C -13.580 -21.901 -22.575  O124 1.397, H138 1.090, H139 1.092, H140 1.103
126 H -18.844 -24.176 -25.986  C117 1.093
127 H -18.301 -23.550 -27.545  C117 1.091
128 H -19.889 -23.202 -26.869  C117 1.098
129 H -19.437 -20.667 -26.715  C119 1.091
130 H -18.025 -21.167 -27.704  C119 1.094
131 H -18.107 -19.382 -25.350  C120 1.099
132 H -17.236 -19.243 -26.898  C120 1.094
133 H -16.501 -21.343 -25.139  N121 1.016
134 H -16.184 -19.189 -23.835  C122 1.099
135 H -15.246 -18.696 -25.231  C122 1.092
136 H -13.718 -19.505 -23.581  C123 1.096
137 H -13.800 -20.732 -24.917  C123 1.094
138 H -12.881 -22.239 -23.341  C125 1.090
139 H -13.908 -22.692 -21.897  C125 1.092
140 H -13.040 -21.287 -21.834  C125 1.103
141 O -14.970 -21.093 -18.771  C142 1.404, H145 0.963
142 C -14.093 -19.999 -18.846  O141 1.404, C143 1.534, H146 1.097, H147 1.098
143 C -13.891 -19.215 -17.544  C142 1.534, O144 1.423, H148 1.094, H149 1.095
144 O -12.957 -19.819 -16.655  C143 1.423, H150 0.957
145 H -14.675 -21.729 -18.110  O141 0.963
146 H -13.157 -20.157 -19.395  C142 1.097
147 H -14.547 -19.240 -19.497  C142 1.098
148 H -14.872 -19.025 -17.097  C143 1.094
149 H -13.493 -18.223 -17.782  C143 1.095
150 H -12.378 -19.133 -16.325  O144 0.957
151 O -21.110 -28.860 -23.720  C152 1.405, H155 0.975
152 C -21.459 -29.549 -22.546  O151 1.405, C153 1.525, H156 1.089, H157 1.106
153 C -21.135 -28.817 -21.248  C152 1.525, O154 1.427, H158 1.101, H159 1.096
154 O -19.762 -28.528 -20.990  C153 1.427, H160 0.989
155 H -20.137 -28.912 -23.754  O151 0.975
156 H -22.489 -29.903 -22.564  C152 1.089
157 H -20.869 -30.479 -22.454  C152 1.106
158 H -21.389 -29.513 -20.433  C153 1.101
159 H -21.754 -27.918 -21.149  C153 1.096
160 H -19.752 -27.860 -20.260  O154 0.989
161 O -20.432 -24.831 -16.829  C162 1.413, H165 0.984
162 C -19.254 -25.598 -16.962  O161 1.413, C163 1.510, H166 1.094, H167 1.098
163 C -19.625 -26.962 -17.496  C162 1.510, O164 1.425, H168 1.094, H169 1.093
164 O -20.026 -26.926 -18.863  C163 1.425, H170 0.997
165 H -20.394 -24.130 -17.519  O161 0.984
166 H -18.451 -25.097 -17.512  C162 1.094
167 H -18.806 -25.727 -15.967  C162 1.098
168 H -20.444 -27.383 -16.906  C163 1.094
169 H -18.762 -27.632 -17.462  C163 1.093
170 H -20.832 -26.354 -18.994  O164 0.997
171 O -16.772 -17.317 -20.547  C172 1.407, H175 0.970
172 C -17.244 -17.696 -19.277  O171 1.407, C173 1.511, H176 1.098, H177 1.095
173 C -17.367 -16.537 -18.316  C172 1.511, O174 1.446, H178 1.091, H179 1.092
174 O -16.072 -15.933 -18.097  C173 1.446, H180 0.957
175 H -16.606 -18.126 -21.054  O171 0.970
176 H -18.259 -18.087 -19.435  C172 1.098
177 H -16.636 -18.477 -18.809  C172 1.095
178 H -17.633 -16.868 -17.310  C173 1.091
179 H -18.035 -15.760 -18.692  C173 1.092
180 H -16.107 -15.004 -18.325  O174 0.957

Mulliken population analysis, charges in e, atoms 1 to 4:
1. C -0.61
2. O 1.17
3. C -1.15
4. C 0.45